Entry from the OMol25 dataset: a 2-piece molecular cluster, CH3F2PS2 overall (the ωB97M-V functional and the def2-TZVPD basis).

Calculated values
E_HOMO in eV: -9.10
F_max in hartree/bohr: 0.0546
SMILES string: FP(F)S.C=S
HOMO-LUMO gap in eV: 8.42
Molar mass in g/mol: 148.1

Each line ends with the Mulliken charge.
Atoms and positions in Å:
F: -1.9035 -0.3028 2.7076  -0.253
P: -1.0261 -0.1348 1.3391  0.497
F: -0.1799 1.0637 1.9682  -0.203
S: 0.4052 -1.6192 1.8087  -0.261
H: 0.8112 -1.1809 3.1341  0.190
C: 0.4020 0.5692 -2.8700  -0.319
S: 1.1400 0.3947 -1.4388  -0.162
H: -0.6946 0.3234 -3.0286  0.222
H: 1.0458 0.8867 -3.6204  0.289



Entry from the OMol25 dataset: a 2-piece molecular cluster, CH3F2PS2 overall (the ωB97M-V functional and the def2-TZVPD basis).

Calculated values
E_HOMO in eV: -8.94
F_max in hartree/bohr: 0.0541
SMILES string: FP(F)S.C=S
HOMO-LUMO gap in eV: 8.37
Molar mass in g/mol: 148.1

Each line ends with the Mulliken charge.
Atoms and positions in Å:
F: 2.7640 1.2150 -1.7472  -0.293
P: 1.8854 0.8189 -0.3909  0.611
F: 1.5209 -0.6979 -0.9118  -0.253
S: 3.5333 0.4307 0.7645  -0.237
H: 3.1079 0.8488 1.9243  0.165
C: -2.4034 2.8066 0.0112  -0.287
S: -1.8941 1.4810 0.7633  -0.174
H: -2.0100 3.5633 -0.7467  0.248
H: -3.5187 2.9956 0.2316  0.219



Entry from the OMol25 dataset: the molecule CH3FINS (the ωB97M-V functional and the def2-TZVPD basis).

Calculated values
E_HOMO in eV: -9.74
F_max in hartree/bohr: 0.0530
HOMO-LUMO gap in eV: 9.01
Molar mass in g/mol: 207.0

Each line ends with the Mulliken charge.
Atoms and positions in Å:
C: -1.1288 -0.3607 0.0801  -0.668
N: -0.1890 0.5673 0.6256  -0.063
F: 1.4212 1.8069 -1.0115  -0.313
S: 1.1753 0.9810 0.4994  0.250
I: 2.5736 -0.9943 -0.1221  -0.078
H: -2.1405 -0.2616 0.6433  0.243
H: -0.7663 -1.3699 0.3018  0.294
H: -0.9455 -0.3687 -1.0165  0.335



Entry from the OMol25 dataset: CH3FNO2PS2 as an isolated structure (the ωB97M-V functional and the def2-TZVPD basis).

Calculated values
E_HOMO in eV: -8.89
F_max in hartree/bohr: 0.0820
HOMO-LUMO gap in eV: 7.68
Molar mass in g/mol: 175.1

Each line ends with the Mulliken charge.
Atoms and positions in Å:
O: 2.7537 0.1620 0.0760  -0.401
P: 1.1834 0.2226 0.4716  0.444
O: 0.5829 1.5644 -0.1361  -0.259
S: 0.1352 -1.5736 -0.4668  -0.017
N: -1.3545 -1.6507 0.3924  -0.305
C: -1.9320 -0.5651 0.0853  0.514
S: -2.7481 0.6846 0.0757  -0.138
H: 3.0270 -0.7330 -0.1527  0.324
H: -0.3639 1.7040 0.0977  0.330
H: 0.8469 -2.6642 -0.1117  0.265
F: -2.1307 2.8490 -0.3313  -0.756